(1)
{
  "formula": "C4H16IO6",
  "method": "the ωB97M-V functional and the def2-TZVPD basis",
  "species": ["I", "O", "H", "H", "O", "H", "H", "C", "C", "O", "O", "H", "H", "H", "H", "H", "H", "C", "C", "O", "O", "H", "H", "H", "H", "H", "H"],
  "coordinates": [[-0.44645, 0.93262, -1.11776], [0.17400, 0.69368, 2.56843], [1.11083, 0.88946, 2.58393], [-0.17112, 1.22839, 1.85344], [-1.82455, -1.56450, 1.05084], [-1.73921, -0.94725, 0.32425], [-0.92917, -1.69091, 1.36478], [2.21245, 3.17824, 1.38380], [1.03740, 4.06516, 1.17878], [0.58650, 4.46142, 2.39674], [2.67619, 2.65128, 0.10270], [2.16701, 2.37692, 2.12131], [3.04869, 3.76777, 1.75965], [0.21057, 3.61900, 0.62616], [1.12484, 5.02134, 0.66286], [-0.35305, 4.64028, 2.31387], [2.07799, 1.97543, -0.22438], [-1.05636, -4.47544, -1.75922], [-0.89595, -2.92626, -1.79073], [-0.89779, -2.17013, -3.00080], [-2.15762, -4.74276, -2.61525], [-1.24405, -4.91419, -0.77923], [-0.18891, -4.94098, -2.22710], [0.03324, -2.76984, -1.24279], [-1.70481, -2.47581, -1.21546], [-1.07148, -1.24206, -2.82726], [-1.77919, -4.64093, -3.49162]],
  "atomic_forces_ev_per_a": [[0.018, 0.112, -0.010], [-0.018, -0.328, 0.653], [0.099, -0.012, -0.046], [-0.209, 0.038, -0.589], [-0.562, -0.663, 0.496], [0.247, 0.543, -0.324], [0.248, 0.240, 0.070], [2.021, -0.380, -2.122], [-1.346, 0.234, -1.534], [-1.365, 0.572, 3.395], [0.399, 0.719, 1.153], [-0.924, 0.094, -0.020], [0.101, 0.242, -0.107], [0.261, -0.914, -0.211], [1.544, -0.242, -0.963], [0.036, 0.018, 0.320], [-0.630, -0.195, -0.022], [-0.347, 1.733, -2.400], [0.000, 0.842, 2.004], [0.437, -2.278, -1.107], [-0.480, -1.097, -0.123], [0.053, 0.540, 0.066], [0.422, -0.161, 0.364], [0.252, 0.509, 0.154], [0.080, -0.529, 0.453], [0.076, 0.200, 0.654], [-0.415, 0.161, -0.203]],
  "lowdin_charge": [-0.0906, -0.0865, 0.0024, -0.0528, -0.1219, -0.1300, 0.0159, -0.2182, -0.3195, -0.0649, -0.1180, 0.0954, 0.1165, 0.0737, 0.1225, 0.0939, -0.0510, -0.2200, -0.2699, -0.1234, -0.0913, 0.1179, 0.1038, 0.0998, 0.0871, -0.0442, 0.0733],
  "homo_energy_ev": -4.81,
  "total_charge": -1
}



(2)
{
  "formula": "C4H16LiO8S",
  "method": "the ωB97M-V functional and the def2-TZVPD basis",
  "species": ["Li", "S", "O", "O", "O", "O", "C", "O", "H", "H", "H", "H", "C", "O", "H", "H", "H", "H", "C", "O", "H", "H", "H", "H", "C", "O", "H", "H", "H", "H"],
  "coordinates": [[-0.44807, -0.06123, -0.23430], [-0.09707, -2.86923, -1.51830], [-0.25507, -2.67223, -2.92030], [0.94193, -3.91523, -1.27930], [0.18293, -1.61323, -0.79530], [-1.45707, -3.29823, -1.02830], [1.24893, 2.52177, -0.56530], [0.32093, 1.65777, -1.17130], [2.26693, 2.22577, -1.09830], [1.18993, 2.67777, 0.61970], [1.18393, 3.52977, -0.80530], [0.29293, 1.65077, -1.95130], [-0.79607, -0.43123, 2.44170], [-0.28807, 0.67977, 1.79570], [-1.10807, -1.27423, 1.70270], [-1.71307, -0.00023, 2.90970], [-0.08807, -0.86623, 3.15470], [-0.49607, 1.30577, 2.42670], [-2.86707, 1.79377, -0.20030], [-2.34307, 0.66377, -0.70830], [-2.27807, 2.66877, -0.33530], [-2.91107, 1.60677, 0.86670], [-3.93807, 2.02877, -0.66330], [-2.73007, 0.42577, -1.42830], [2.99493, -1.40423, -0.01530], [2.14393, -1.27923, 1.09070], [2.83293, -0.54123, -0.66430], [2.99193, -2.23823, -0.62530], [4.00493, -1.34723, 0.22070], [1.21693, -1.62523, 0.77870]],
  "atomic_forces_ev_per_a": [[0.040, 0.125, -0.315], [-2.804, -5.197, 0.703], [0.622, 1.660, -3.036], [-0.332, 1.494, 0.664], [1.285, 2.482, 1.397], [0.930, 0.144, 0.751], [2.873, -1.100, 0.300], [-0.674, 0.095, 19.456], [-1.345, 0.471, 2.247], [0.267, -1.797, -2.598], [-0.934, 2.063, -1.266], [-0.081, 0.142, -18.059], [-2.116, -2.567, -0.200], [1.416, -0.675, -2.687], [0.553, 1.435, 1.101], [0.248, -1.367, 0.315], [-0.172, 0.106, 0.020], [-0.068, 2.798, 1.236], [-3.379, 1.408, 0.501], [4.837, 0.226, 5.520], [0.796, 0.813, -0.435], [-0.622, 0.462, 0.396], [2.002, -0.487, 1.206], [-3.547, -2.664, -7.073], [-0.778, 2.432, -0.379], [-2.042, -1.384, 0.022], [-0.090, 0.094, -0.431], [-1.223, -2.200, -0.948], [1.995, 0.373, 1.481], [2.342, 0.613, 0.111]],
  "lowdin_charge": [0.6337, 0.1805, -0.4046, -0.4267, -0.5296, -0.4771, -0.1154, -0.0351, 0.1305, 0.1322, 0.0246, -0.0855, -0.1594, -0.1418, 0.1267, 0.0945, 0.0899, 0.0443, -0.1749, -0.0654, 0.0593, 0.0732, 0.1354, 0.0104, -0.1984, -0.1626, 0.0685, 0.0487, 0.0447, 0.0795],
  "homo_energy_ev": -3.00,
  "total_charge": -1
}



no.,electronic energy (eV),gap between HOMO and LUMO (eV)
1,-24794.553,7.888
2,-31825.740,4.870